(1)
One molecule with the formula C2H4N2S2. Source: the OMol25 dataset; level of theory: ωB97M-V/def2-TZVPD.

The geometry in XYZ format:
```
10
Properties=species:S:1:pos:R:3:forces:R:3
C -0.4052 0.0572 0.1088 -0.3 -0.6 0.6
C 1.1139 0.2328 0.0945 -1.6 1.2 -0.1
H -2.1926 0.8613 -0.3532 1.7 0.6 0.0
H -0.8139 1.9563 -0.7553 -0.2 -1.2 0.5
H -0.3871 -1.6973 0.9843 -0.6 1.0 -0.5
H 1.0185 -2.0064 -0.4221 -0.6 -0.3 -0.1
N -1.1637 1.0656 -0.3694 -1.3 0.9 -0.6
N -1.0220 -0.9703 0.5849 1.1 -0.5 0.2
S 1.9888 -1.1587 -0.1426 2.0 -1.2 -0.1
S 1.8633 1.6596 0.2700 -0.1 0.2 0.1
```
Forces are in eV/Å.

The orbital gap comes out at 0.3021 Eh. The SMILES is [H]/N=C(/N)C(=S)S.

Löwdin atomic charge list, values in e, 8 entries: -0.620, -1.210, 0.131, 0.095, 0.037, -0.114, 0.092, 0.079

=====

(2)
One molecule with the formula CH2ClNOS2. Source: the OMol25 dataset; level of theory: ωB97M-V/def2-TZVPD.

The geometry in XYZ format:
```
8
Properties=species:S:1:pos:R:3:forces:R:3
C -0.8430 0.7742 -0.4002 -3.4 -2.4 0.2
N 0.1794 0.0128 -0.0002 1.3 0.0 -0.7
O -1.2092 1.8508 -0.6208 1.2 0.6 -0.1
S 1.5750 0.9966 0.4150 -0.5 0.2 0.9
S 0.2524 -1.7522 -0.0638 0.0 1.4 1.9
Cl -2.5492 -0.5407 -0.3517 1.3 1.0 -0.1
H 2.5635 0.4840 -0.3036 -0.1 -0.5 -0.7
H 0.0311 -1.8255 1.3254 0.2 -0.3 -1.5
```
Forces are in eV/Å.

The orbital gap comes out at 0.3376 Eh. The SMILES is O=C(Cl)N(S)S.

Which charges does Löwdin predict for the atoms? In e, they are: -0.757, -0.836, 0.105, 0.799, 0.712, 0.190, -0.144, -0.067

=====

(3)
C44H45BrCoGe2N3O2 as an isolated structure. Source: the OMol25 dataset; level of theory: ωB97M-V/def2-TZVPD.

The geometry in XYZ format:
```
98
Properties=species:S:1:pos:R:3:forces:R:3
Co 0.7649 -1.0318 -0.7587 0.3 0.0 0.1
C -1.1060 5.1452 -0.6878 0.0 0.0 0.0
C -0.0471 5.2010 0.3767 0.0 0.0 0.0
C 0.0583 6.2926 1.2304 0.0 0.0 0.0
C 1.0211 6.3431 2.2279 0.0 0.0 0.0
C 1.9157 5.2954 2.3731 0.0 0.0 0.0
C 1.8450 4.2048 1.5206 0.0 0.0 0.0
C 0.8620 4.1499 0.5378 0.0 0.1 0.1
N 0.7779 3.0429 -0.3435 0.0 0.0 -0.1
C 0.8798 1.7239 -0.0133 0.0 0.0 0.0
N 0.6997 1.4076 1.2769 -0.1 0.0 0.1
C 0.8712 0.1394 1.8782 0.0 0.0 -0.1
C 0.8328 -1.0218 1.1063 0.1 0.2 -0.1
C 0.9928 -2.2335 1.7820 0.0 -0.1 -0.1
C 1.1737 -2.2819 3.1521 0.0 0.0 0.0
C 1.1859 -1.1061 3.8896 0.0 0.0 0.0
C 1.0397 0.1243 3.2675 0.0 -0.1 0.0
C 1.0356 1.3984 4.0675 0.0 0.0 0.0
N 1.1125 0.8088 -0.9237 -0.2 0.2 0.2
C 1.5831 1.2150 -2.2103 0.0 0.0 0.0
C 0.8698 0.8125 -3.3363 0.1 0.0 0.0
C 1.3125 1.1538 -4.6048 -0.1 0.0 0.0
C 2.4612 1.9121 -4.7490 0.1 0.0 0.0
C 3.1822 2.2915 -3.6261 0.0 0.0 0.0
C 2.7774 1.9409 -2.3432 0.0 -0.1 -0.1
C 3.6352 2.3097 -1.1639 0.0 0.0 0.0
H -1.7734 6.0018 -0.6099 0.0 0.0 0.0
H -1.7042 4.2357 -0.6009 0.0 0.0 0.0
H -0.6753 5.1550 -1.6934 0.0 0.0 0.0
H -0.6389 7.1141 1.1148 0.0 0.0 0.0
H 1.0746 7.2013 2.8846 0.0 0.0 0.0
H 2.6796 5.3273 3.1392 0.0 0.0 0.0
H 2.5598 3.3958 1.6078 0.0 0.0 0.0
H 0.7493 3.2289 -1.3356 0.0 0.0 0.0
H 0.3669 2.1490 1.8745 0.0 0.0 0.0
H 0.9832 -3.1578 1.2157 0.0 0.0 0.0
H 1.3052 -3.2373 3.6459 0.0 0.0 0.0
H 1.3164 -1.1387 4.9652 0.0 0.0 0.0
H 1.2093 1.1848 5.1209 0.0 0.0 0.0
H 0.0734 1.9184 4.0006 0.0 0.0 0.0
H 1.8138 2.0903 3.7340 0.0 0.0 0.0
H -0.0298 0.2241 -3.2078 0.0 0.0 0.0
H 0.7559 0.8254 -5.4729 0.0 0.0 0.0
H 2.8148 2.1859 -5.7347 0.0 0.0 0.0
H 4.1052 2.8477 -3.7451 0.0 0.0 0.0
H 4.6886 2.2374 -1.4329 0.0 0.0 0.0
H 3.4655 1.6424 -0.3184 0.0 0.0 0.0
H 3.4453 3.3348 -0.8354 0.0 0.0 0.0
Br 4.7697 -2.9300 0.7062 0.0 0.0 0.0
C 3.5183 -4.3320 0.4648 0.0 0.0 -0.1
C 3.5538 -5.3879 1.3656 0.0 0.1 0.0
C 2.6279 -6.4132 1.2610 0.0 0.0 0.0
C 1.6574 -6.3738 0.2694 0.0 -0.1 0.0
C 1.6210 -5.3081 -0.6125 0.0 0.0 0.0
C 2.5561 -4.2782 -0.5381 0.0 -0.1 0.0
C 2.4593 -3.1411 -1.5294 0.3 0.2 0.3
O 3.4367 -2.7623 -2.1373 -0.1 -0.1 -0.2
O 1.2636 -2.6291 -1.6208 -0.5 -0.1 -0.1
H 4.3022 -5.3946 2.1462 0.0 0.0 0.0
H 2.6607 -7.2367 1.9631 0.0 0.0 0.0
H 0.9269 -7.1689 0.1891 0.0 0.0 0.0
H 0.8545 -5.2497 -1.3750 0.0 0.0 0.0
C -1.7755 -3.9399 -2.3226 0.0 0.0 0.0
Ge -2.3349 -3.2311 -0.5781 -0.2 0.0 0.0
C -1.7338 -4.4973 0.7966 0.1 0.0 0.0
C -4.3020 -3.1874 -0.4355 0.0 0.0 0.0
Ge -1.5302 -0.9290 -0.3409 0.1 -0.2 -0.3
C -2.2579 0.1478 -1.8394 -0.1 0.0 0.1
C -2.9205 -0.4624 -2.9039 0.0 -0.1 0.0
C -3.3899 0.2718 -3.9867 0.0 0.0 0.0
C -3.2180 1.6470 -4.0236 0.0 0.0 0.0
C -2.5708 2.2786 -2.9698 0.0 0.0 0.0
C -2.0946 1.5336 -1.9021 0.0 0.0 0.0
C -2.2189 -0.1353 1.3246 0.0 0.0 0.0
C -2.2409 -0.9251 2.4742 0.0 0.0 0.1
C -2.6490 -0.4094 3.6957 0.0 0.0 0.0
C -3.0490 0.9169 3.7921 0.0 0.0 0.0
C -3.0619 1.7100 2.6529 0.0 0.0 0.0
C -2.6613 1.1825 1.4308 0.0 0.1 0.0
H -1.8620 -5.0288 -2.3209 0.0 0.0 0.0
H -0.7382 -3.6670 -2.5179 0.0 0.0 0.0
H -2.3946 -3.5559 -3.1340 0.0 0.0 0.0
H -2.1668 -5.4710 0.5532 0.0 0.0 0.0
H -2.0766 -4.2173 1.7934 0.0 0.0 0.0
H -0.6501 -4.6101 0.8135 -0.1 0.0 0.0
H -4.7003 -4.2013 -0.5147 0.0 0.0 0.0
H -4.7632 -2.5762 -1.2116 0.0 0.0 0.0
H -4.5957 -2.7804 0.5335 0.0 0.0 0.0
H -3.0748 -1.5347 -2.9065 0.0 0.0 0.0
H -3.8940 -0.2353 -4.8004 0.0 0.0 0.0
H -3.5842 2.2222 -4.8646 0.0 0.0 0.0
H -2.4289 3.3532 -2.9866 0.0 0.0 0.0
H -1.5710 2.0508 -1.1067 0.0 0.0 0.0
H -1.9083 -1.9560 2.4288 0.0 0.0 0.0
H -2.6448 -1.0435 4.5740 0.0 0.0 0.0
H -3.3609 1.3259 4.7454 0.0 0.0 0.0
H -3.3951 2.7397 2.7112 0.0 0.0 0.0
H -2.7112 1.8153 0.5517 0.0 0.0 0.1
```
Forces are in eV/Å.

The orbital gap (alpha / beta) comes out at 0.2995 / 0.2982 Eh.

Löwdin atomic charge list, values in e, 8 entries: 0.372, -0.032, -0.203, -0.040, -0.078, -0.075, -0.039, -0.199

=====

(4)
A 2-piece molecular cluster, C6H13F2N overall. Source: the OMol25 dataset; level of theory: ωB97M-V/def2-TZVPD.

The geometry in XYZ format:
```
22
Properties=species:S:1:pos:R:3:forces:R:3
C 1.6863 0.4523 -1.0282 0.4 1.2 -1.1
C 1.9101 -1.4220 0.7543 2.3 -1.2 -1.6
C -2.7144 0.0654 0.8145 0.6 -1.4 1.9
C 1.5308 -0.9537 -0.6547 -4.7 -1.8 2.1
C -1.3764 0.3095 0.1597 1.6 0.7 -0.9
C -0.7253 -1.0242 -0.2742 3.8 0.7 1.3
N -1.5007 1.3260 -0.9111 1.4 1.7 1.2
F -0.7128 -1.8532 0.8353 -0.5 0.2 -0.6
F -1.3168 -1.6799 -1.2515 -0.7 -0.3 -0.8
H 2.6959 0.8111 -1.2149 0.6 -0.2 0.4
H 1.2615 0.5298 -2.0079 -0.5 0.3 -0.8
H 1.1923 1.2489 -0.4562 0.2 -0.7 0.5
H 1.5166 -2.3547 1.1953 -0.6 0.7 -0.6
H 3.0049 -1.6662 0.7740 -0.4 0.3 -0.3
H 1.8476 -0.5953 1.3979 -0.5 1.0 1.2
H -2.5273 -0.4854 1.7772 0.0 1.2 -0.2
H -3.2998 -0.7653 0.3892 -0.2 1.0 -0.9
H -3.1806 1.0432 0.9472 -0.5 -0.6 0.0
H 1.4409 -1.6992 -1.4722 0.6 0.6 0.6
H -0.5881 0.8204 0.7691 -1.0 -1.0 0.6
H -0.6689 2.0058 -0.9345 -1.8 -1.5 0.3
H -1.4514 0.8796 -1.7686 -0.2 -0.9 -2.3
```
Forces are in eV/Å.

The orbital gap comes out at 0.3344 Eh.

Löwdin atomic charge list, values in e, 8 entries: -0.150, -0.111, -0.062, -0.168, -0.386, -0.334, 0.037, 0.007

=====

(5)
C6H13N3O3 as an isolated structure. Source: the OMol25 dataset; level of theory: ωB97M-V/def2-TZVPD.

The geometry in XYZ format:
```
25
Properties=species:S:1:pos:R:3:forces:R:3
C -1.1825 0.9697 0.7561 0.5 -1.5 -1.8
C 0.1758 -0.9597 0.3210 -0.7 0.4 -3.7
C 0.4038 1.0328 -1.0634 -0.2 0.2 -0.3
C 3.1958 -0.4743 -0.3636 1.0 -2.8 -2.7
C -3.5713 -0.9248 0.2518 -0.9 0.3 0.4
C 2.3674 0.3854 0.4392 -0.2 0.7 5.0
N -1.1615 -0.5344 0.6330 -4.1 0.8 -0.3
N -1.0504 1.1273 -0.7343 -3.0 -0.2 -0.3
N 0.9488 0.2690 0.1361 -3.4 3.6 -0.2
O -0.0069 1.2923 1.2041 4.0 -0.8 0.6
O -2.0086 0.8176 -1.4345 2.3 0.6 0.7
O -2.1985 -0.9838 -0.1938 2.9 0.0 -0.1
H -1.9701 1.4760 1.3009 -0.5 -0.1 -0.2
H 0.5178 -1.3342 1.1815 1.8 -2.5 2.9
H 0.2420 -1.5701 -0.6533 -0.1 0.5 1.7
H 0.4817 0.3873 -1.9736 0.3 1.0 0.4
H 0.7099 2.1409 -1.0381 0.4 -1.9 -0.4
H 3.2025 -0.1277 -1.4571 -0.3 -1.1 1.3
H 4.1773 -0.2171 -0.0858 1.5 0.4 0.5
H 3.1993 -1.6265 -0.1496 -0.6 2.1 -0.8
H -4.0843 -0.6275 -0.7026 0.2 -0.4 1.2
H -3.7378 -0.1740 1.0669 0.2 -0.6 -0.8
H -3.8177 -1.9404 0.6042 -0.1 0.6 -0.2
H 2.6579 1.4175 0.3264 -0.2 0.5 -0.2
H 2.5096 0.1789 1.6284 -0.6 0.3 -2.7
```
Forces are in eV/Å.

As for the net charge: +2. The orbital gap (alpha / beta) comes out at 0.2931 / 0.2932 Eh.

Löwdin atomic charge list, values in e, 8 entries: -0.222, 0.002, 0.082, -0.062, 0.036, -0.196, 0.050, -0.058

=====

Number 1: largest force on an atom 2.3 eV/A. Number 2: largest force on an atom 4.1 eV/A. Number 3: largest force on an atom 0.5 eV/A. Number 4: largest force on an atom 5.5 eV/A. Number 5: largest force on an atom 5.1 eV/A.